(1)
DFT (the ωB97M-V functional and the def2-TZVPD basis) results for a cluster of 2 separate species, C9H10ClNO3 in total at a distorted geometry.

## Properties
SMILES = C=C(CCl)c1ccccc1.O=[N+]([O-])O
lowest unoccupied orbital energy = 0.305 eV
E_HOMO = -8.958 eV
energy relative to the best compared isomer or geometry (same formula, charge and spin) = 101.3 kJ/mol
max |F| = 6.8 eV/A
M = 215.6 g/mol
gap between HOMO and LUMO = 9.26 eV
total charge = 0

```
24
Properties=species:S:1:pos:R:3:lowdin_charge:R:1
C -0.980 -1.185 1.662 0.066
C -0.106 -0.196 1.477 -0.301
C 0.870 0.310 2.605 -0.496
Cl 0.722 2.084 2.903 0.568
C 0.025 0.574 0.194 -0.223
C -1.216 0.755 -0.441 -0.028
C -1.305 1.650 -1.544 -0.022
C -0.102 2.356 -1.929 -0.064
C 1.153 2.111 -1.303 -0.091
C 1.200 1.261 -0.241 -0.076
H -1.700 -1.243 0.897 0.044
H -1.012 -1.689 2.589 0.067
H 1.949 0.255 2.267 0.078
H 0.749 -0.287 3.419 0.029
H -2.048 0.207 -0.035 0.095
H -2.079 1.931 -2.206 0.082
H 0.037 2.990 -2.756 0.075
H 2.018 2.613 -1.835 0.125
H 2.130 0.954 0.232 0.103
O -0.268 -4.357 -2.061 0.165
N -0.269 -3.320 -1.531 -0.458
O -1.009 -2.373 -1.738 0.083
O 0.607 -3.111 -0.494 0.144
H 0.633 -2.292 -0.130 0.035
```

***

(2)
DFT (the ωB97M-V functional and the def2-TZVPD basis) results for a structure of composition C9H10CuN2 at a distorted geometry.

## Properties
lowest unoccupied orbital energy (alpha / beta) = 6.704 / 6.675 eV
E_HOMO (alpha / beta) = 1.277 / 1.434 eV
2S+1 = 2
max |F| = 4.9 eV/A
M = 209.7 g/mol
gap between HOMO and LUMO (alpha / beta) = 5.43 / 5.24 eV
total charge = -2

```
22
Properties=species:S:1:pos:R:3:lowdin_spin:R:1
C -0.843 1.172 1.396 0.062
C -0.432 1.785 0.186 0.008
C 0.978 1.994 0.211 0.030
C 1.473 1.303 1.378 -0.001
C 0.335 0.764 2.097 -0.005
Cu 0.727 -0.552 0.395 0.449
C 0.060 -0.546 -2.101 0.044
C -0.954 -1.332 -1.422 -0.008
C -2.356 -1.214 -1.369 -0.002
N -0.763 -1.607 0.284 0.347
H 1.617 2.464 -0.566 0.001
H -1.071 2.198 -0.568 -0.001
H 2.517 1.288 1.717 -0.001
H 0.396 0.301 3.071 -0.001
H -1.818 0.790 1.612 0.006
H -0.119 0.537 -2.361 0.001
H -0.357 -2.386 0.732 0.011
H 0.865 -1.042 -2.729 0.005
H -2.976 -0.883 -2.222 0.000
H -2.755 -1.430 -0.396 0.007
N 3.296 -1.991 0.280 0.001
C 2.181 -1.611 0.373 0.048
```

***

(3)
DFT (the ωB97M-V functional and the def2-TZVPD basis) results for the molecule C9H10F3NO at a distorted geometry.

## Properties
SMILES = CO[C@@](N)(c1ccccc1)C(F)(F)F
lowest unoccupied orbital energy = 0.868 eV
E_HOMO = -9.249 eV
energy relative to the best compared isomer or geometry (same formula, charge and spin) = 0.0 kJ/mol
max |F| = 4.1 eV/A
M = 205.2 g/mol
gap between HOMO and LUMO = 10.12 eV
total charge = 0

```
24
Properties=species:S:1:pos:R:3:lowdin_charge:R:1
C -1.638 2.586 -0.156 -0.030
O -0.879 1.595 0.524 -0.093
C -1.138 0.298 0.453 -0.421
N -1.927 -0.108 -0.700 0.155
C 0.459 -0.425 0.319 -0.093
C 0.518 -1.775 0.521 -0.063
C 1.742 -2.463 0.448 -0.044
C 2.887 -1.699 0.140 -0.074
C 2.820 -0.309 -0.114 -0.075
C 1.586 0.331 0.023 -0.044
C -1.781 -0.168 1.763 -0.563
F -0.867 -0.283 2.760 0.150
F -2.809 0.575 2.115 0.193
F -2.235 -1.420 1.566 0.121
H -1.855 3.402 0.430 0.069
H -2.564 2.224 -0.428 0.065
H -1.057 2.856 -1.056 0.111
H -1.743 -1.073 -0.823 0.076
H -1.552 0.379 -1.441 0.063
H -0.443 -2.274 0.740 0.115
H 1.828 -3.460 0.711 0.076
H 3.860 -2.040 0.000 0.074
H 3.695 0.244 -0.436 0.100
H 1.522 1.456 -0.022 0.130
```

***

(4)
DFT (the ωB97M-V functional and the def2-TZVPD basis) results for a structure of composition C9H10F5NV at a distorted geometry.

## Properties
lowest unoccupied orbital energy (alpha / beta) = 3.380 / 3.371 eV
E_HOMO (alpha / beta) = -2.158 / -1.148 eV
2S+1 = 3
max |F| = 5.3 eV/A
M = 278.1 g/mol
gap between HOMO and LUMO (alpha / beta) = 5.54 / 4.52 eV
total charge = -1

```
26
Properties=species:S:1:pos:R:3:lowdin_spin:R:1
C 0.304 -1.831 -0.964 -0.004
C -1.044 -1.372 -0.778 0.038
C -1.611 -2.112 0.311 0.085
C -0.615 -3.008 0.812 0.079
C 0.571 -2.838 0.018 0.021
V 0.042 -1.108 0.890 1.681
N 0.786 1.820 -1.325 0.003
C 0.507 2.719 -2.298 0.000
C -0.614 2.279 -1.271 0.003
H -2.619 -1.996 0.705 0.013
H -1.547 -0.616 -1.365 0.008
H -0.714 -3.660 1.674 0.014
H 1.519 -3.338 0.184 0.003
H 1.010 -1.457 -1.695 0.000
H -1.420 1.600 -1.578 0.001
H 0.446 2.372 -3.337 0.000
H 0.881 0.850 -1.652 0.001
H -0.814 2.985 -0.472 0.000
H 0.896 3.723 -2.141 0.000
F 0.709 1.635 2.090 0.001
C 0.164 0.445 2.524 0.010
F 0.937 -0.069 3.547 0.004
C -1.282 0.640 2.957 0.013
F -1.382 1.474 4.019 0.003
F -2.027 1.179 1.938 0.009
F -1.869 -0.546 3.322 0.014
```

***

(5)
DFT (the ωB97M-V functional and the def2-TZVPD basis) results for the molecule C9H10FN3O2 at a distorted geometry.

## Properties
lowest unoccupied orbital energy = -0.623 eV
E_HOMO = -8.234 eV
energy relative to the best compared isomer or geometry (same formula, charge and spin) = 480.3 kJ/mol
max |F| = 7.5 eV/A
M = 211.2 g/mol
gap between HOMO and LUMO = 7.61 eV
total charge = 0

```
25
Properties=species:S:1:pos:R:3:lowdin_charge:R:1
C 2.559 -1.835 -0.045 0.002
C 1.355 -1.286 -0.364 -0.066
C -0.320 0.271 -0.400 0.098
C -2.658 -0.443 -1.957 0.076
C 3.237 -1.168 0.995 -0.382
C 1.552 0.481 1.109 -0.465
C -1.019 1.464 0.136 -0.191
C -2.304 1.786 -0.656 -0.160
C -3.167 0.535 -0.847 -0.434
N 2.718 -0.065 1.596 0.180
N 0.848 -0.141 0.018 -0.009
N 4.405 -1.617 1.457 0.181
O 1.054 1.489 1.505 0.085
O -3.093 -0.221 0.342 -0.099
F -2.391 0.293 -3.033 -0.015
H 2.998 -2.759 -0.420 0.117
H 0.814 -1.983 -1.075 0.159
H -1.486 1.239 1.082 0.128
H -0.342 2.289 0.292 0.111
H -2.912 2.540 -0.108 0.115
H -2.106 2.323 -1.692 0.146
H -4.167 0.874 -0.893 0.125
H 4.869 -2.316 0.928 0.102
H 4.909 -0.934 1.941 0.097
H -3.068 -1.178 0.070 0.100
```

***

(6)
DFT (the ωB97M-V functional and the def2-TZVPD basis) results for the molecule C9H10FNOS at a distorted geometry.

## Properties
lowest unoccupied orbital energy = -0.578 eV
E_HOMO = -8.834 eV
max |F| = 5.7 eV/A
M = 199.3 g/mol
gap between HOMO and LUMO = 8.26 eV
total charge = 0

```
23
Properties=species:S:1:pos:R:3:lowdin_charge:R:1
C -1.059 -0.563 1.763 0.006
C 2.476 0.071 1.775 -0.155
C 1.889 0.306 -0.409 -0.056
C 0.129 -0.197 1.216 -0.179
C 1.257 -0.242 2.085 -0.371
C -1.050 -1.097 3.187 -0.447
C 0.340 0.295 -0.257 -0.431
C -0.305 1.733 -0.283 0.013
C -0.298 -0.572 -1.330 -0.056
N 2.816 0.322 0.488 0.075
O 0.510 0.836 4.226 -0.500
F -2.021 -0.633 3.923 0.043
S 0.713 -0.545 3.742 1.004
H -1.996 -0.283 1.323 0.114
H 3.280 -0.037 2.580 0.147
H 2.327 0.316 -1.434 0.130
H -1.070 -2.230 3.255 0.142
H -1.430 1.377 -0.477 0.130
H 0.016 2.339 -1.125 0.085
H -0.234 2.144 0.632 0.040
H 0.128 -1.585 -1.293 0.095
H -0.202 -0.211 -2.356 0.089
H -1.380 -0.635 -1.173 0.080
```

***

(7)
DFT (the ωB97M-V functional and the def2-TZVPD basis) results for a structure of composition C9H10MnNO8S2.

## Properties
lowest unoccupied orbital energy (alpha / beta) = -6.548 / -5.619 eV
E_HOMO (alpha / beta) = -13.757 / -13.740 eV
2S+1 = 2
energy relative to the best compared isomer or geometry (same formula, charge and spin) = 0.0 kJ/mol
max |F| = 0.7 eV/A
M = 379.2 g/mol
gap between HOMO and LUMO (alpha / beta) = 7.21 / 8.12 eV
total charge = +1

```
31
Properties=species:S:1:pos:R:3:lowdin_spin:R:1
Mn -0.426 0.681 0.202 1.050
O 3.418 0.143 -0.876 -0.001
C 2.194 0.037 -0.469 0.000
O 1.292 0.822 -0.788 -0.006
C 1.846 -1.087 0.429 -0.001
C 2.623 -2.069 1.008 -0.001
C 1.985 -2.943 1.894 0.000
C 0.634 -2.803 2.186 0.000
C -0.061 -1.780 1.556 -0.001
N 0.547 -0.992 0.696 -0.011
C -1.486 -1.341 1.743 0.003
O -2.309 -1.850 2.423 0.009
O -1.725 -0.215 0.983 0.005
H 3.538 0.946 -1.407 0.000
H 3.680 -2.147 0.793 0.000
H 2.560 -3.725 2.370 0.000
H 0.124 -3.450 2.887 0.000
O -1.527 3.007 2.316 0.001
S -0.397 2.880 1.475 0.003
O 0.527 3.932 1.283 -0.007
O 0.337 1.506 1.682 0.032
O -0.934 2.357 0.001 -0.055
C -2.994 1.021 -1.750 -0.002
S -1.509 0.008 -1.809 -0.015
C -0.643 0.762 -3.194 -0.002
H -3.578 0.827 -2.647 -0.001
H -2.732 2.073 -1.671 0.000
H -3.556 0.711 -0.872 0.000
H -0.339 1.780 -2.963 0.000
H -1.316 0.761 -4.049 -0.001
H 0.224 0.149 -3.430 0.000
```

***

(8)
DFT (the ωB97M-V functional and the def2-TZVPD basis) results for the molecule C9H10N2 at a distorted geometry.

## Properties
SMILES = C[C@@H]1C[C@@]1(C#N)c1cc[nH]c1
lowest unoccupied orbital energy = 0.822 eV
E_HOMO = -8.499 eV
energy relative to the best compared isomer or geometry (same formula, charge and spin) = 232.2 kJ/mol
max |F| = 4.7 eV/A
M = 146.2 g/mol
gap between HOMO and LUMO = 9.32 eV
total charge = 0

```
21
Properties=species:S:1:pos:R:3:lowdin_charge:R:1
C 2.690 0.166 0.747 -0.067
C 1.319 -0.386 0.376 -0.179
C 0.961 -0.290 -1.159 -0.034
C 0.318 0.658 -0.205 -0.323
C 0.682 2.079 -0.316 -0.158
N 1.256 3.095 -0.191 0.160
C -1.241 0.483 -0.119 -0.202
C -1.881 -0.726 -0.261 -0.057
C -3.244 -0.466 -0.168 -0.107
N -3.380 0.843 0.203 0.012
C -2.144 1.415 0.241 -0.090
H 3.096 0.651 -0.160 0.080
H 3.359 -0.686 1.022 0.085
H 2.595 0.819 1.642 0.090
H 0.843 -1.139 0.874 0.099
H 1.791 0.230 -1.691 0.122
H 0.389 -0.970 -1.680 0.067
H -1.379 -1.577 -0.776 0.118
H -4.086 -1.091 -0.116 0.092
H -4.237 1.274 0.642 0.184
H -2.056 2.403 0.553 0.105
```

***

Repeat the eighth record exactly.
DFT (the ωB97M-V functional and the def2-TZVPD basis) results for the molecule C9H10N2 at a distorted geometry.

## Properties
SMILES = C[C@@H]1C[C@@]1(C#N)c1cc[nH]c1
lowest unoccupied orbital energy = 0.822 eV
E_HOMO = -8.499 eV
energy relative to the best compared isomer or geometry (same formula, charge and spin) = 232.2 kJ/mol
max |F| = 4.7 eV/A
M = 146.2 g/mol
gap between HOMO and LUMO = 9.32 eV
total charge = 0

```
21
Properties=species:S:1:pos:R:3:lowdin_charge:R:1
C 2.690 0.166 0.747 -0.067
C 1.319 -0.386 0.376 -0.179
C 0.961 -0.290 -1.159 -0.034
C 0.318 0.658 -0.205 -0.323
C 0.682 2.079 -0.316 -0.158
N 1.256 3.095 -0.191 0.160
C -1.241 0.483 -0.119 -0.202
C -1.881 -0.726 -0.261 -0.057
C -3.244 -0.466 -0.168 -0.107
N -3.380 0.843 0.203 0.012
C -2.144 1.415 0.241 -0.090
H 3.096 0.651 -0.160 0.080
H 3.359 -0.686 1.022 0.085
H 2.595 0.819 1.642 0.090
H 0.843 -1.139 0.874 0.099
H 1.791 0.230 -1.691 0.122
H 0.389 -0.970 -1.680 0.067
H -1.379 -1.577 -0.776 0.118
H -4.086 -1.091 -0.116 0.092
H -4.237 1.274 0.642 0.184
H -2.056 2.403 0.553 0.105
```